The following is a DFT calculation (wB97M-V/def2-TZVPD) of a single CH2OS molecule at a distorted geometry.

ΔE to the lowest compared entry with this formula, charge and spin, kJ/mol: 7.0
SMILES: O=CS
Spin multiplicity: 1
E_tot, eV: -13951.598
LUMO level, eV: 0.69
Orbital gap, eV: 11.0

XYZ file:
```
5
Properties=species:S:1:pos:R:3:nbo_charge:R:1
C -0.59 -0.01 0.01 0.24
H 1.75 0.46 0.05 0.12
H -0.73 1.08 -0.05 0.15
O -1.47 -0.85 0.00 -0.53
S 1.04 -0.68 -0.01 0.02
```